[1]
The following is a quantum chemistry calculation of a structure of composition C17H36AsN5OTc, from the Open Molecules 2025 dataset.

Properties
- net charge = +2
- 2S+1 = 2
- orbital gap (spin up / spin down) (eV) = 7.314 / 7.240
- relative energy (zero: lowest compared OMol25 entry of this formula, charge and spin) (kcal/mol) = 3.4
- HOMO level (spin up / spin down) (Eh) = -0.560 / -0.559

Geometry as XYZ:
```
61
C17H36AsN5OTc the ωB97M-V functional and the def2-TZVPD basis
Tc -0.0472 0.1489 -0.2344
C 0.0513 -2.5640 1.9789
C 0.8115 -1.2971 2.3606
C 0.8807 -1.1442 3.8814
C 0.1791 -0.0359 1.7749
H 0.4753 -3.4309 2.4848
H 0.0896 -2.7605 0.9045
H -0.9986 -2.4898 2.2752
H 1.8354 -1.3736 1.9823
H -0.1205 -1.0502 4.3066
H 1.4559 -0.2638 4.1692
H 1.3535 -2.0193 4.3266
H 0.7671 0.8439 2.0632
H -0.8360 0.1141 2.1791
C -4.7958 -1.6955 -0.6672
N -3.5029 -1.0301 -0.8757
C -3.4230 0.3359 -0.3629
C -2.3941 -1.6730 -1.2338
O -1.2460 -1.2170 -0.7945
N -2.4038 -2.7708 -1.9777
C -1.2549 -3.6729 -2.0115
C -3.4613 -3.0790 -2.9464
H -5.1738 -1.3867 0.3064
H -4.6726 -2.7724 -0.6556
H -5.5183 -1.4092 -1.4297
H -4.3868 0.8148 -0.5197
H -2.6797 0.9121 -0.9112
H -3.2012 0.3481 0.7074
H -0.6790 -3.5896 -1.0960
H -0.6218 -3.4615 -2.8729
H -1.6262 -4.6923 -2.0959
H -4.0585 -2.1971 -3.1531
H -4.0996 -3.8899 -2.5991
H -2.9789 -3.3911 -3.8714
C 3.7778 0.7071 1.0222
C 3.6588 -0.4682 0.0596
As 2.1825 -0.3655 -1.2080
C 2.7342 0.7973 -2.6724
C 2.9963 2.2581 -2.3321
C 2.0850 -2.1370 -2.0151
C 3.4127 -2.6204 -2.5901
H 4.6131 0.5380 1.7006
H 2.8817 0.8263 1.6307
H 3.9640 1.6443 0.5017
H 3.5332 -1.4133 0.5899
H 4.5574 -0.5648 -0.5537
H 1.9703 0.6893 -3.4447
H 3.6433 0.3278 -3.0544
H 2.1100 2.7573 -1.9454
H 3.3025 2.7833 -3.2360
H 3.7993 2.3681 -1.6058
H 1.3128 -2.0738 -2.7830
H 1.7283 -2.8113 -1.2347
H 3.7842 -1.9589 -3.3717
H 3.2833 -3.6066 -3.0346
H 4.1758 -2.7092 -1.8174
N 0.0448 1.9840 -0.4385
C -0.2095 3.1669 -0.5636
N -0.3330 4.3372 -0.7696
C -0.9896 5.4431 -0.4855
N -1.5618 6.4093 -0.2368
```

***

[2]
The following is a quantum chemistry calculation of a structure of composition C17H36BCuN3O3Ta, from the Open Molecules 2025 dataset.

Properties
- net charge = +2
- orbital gap (eV) = 5.673
- relative energy (zero: lowest compared OMol25 entry of this formula, charge and spin) (kcal/mol) = 31.1
- HOMO level (Eh) = -0.567

Geometry as XYZ:
```
62
C17H36BCuN3O3Ta the ωB97M-V functional and the def2-TZVPD basis
N 0.5631 -0.7954 1.0730
C 1.8258 -1.0188 2.6208
O 2.8230 -1.5978 2.4964
Cu 0.5426 0.0085 2.8044
Ta 0.5469 0.1760 -0.5926
N 1.1259 -0.4191 -2.3291
N 0.4847 2.0485 -0.1431
C 2.3694 -0.2835 -3.0814
C 1.2903 2.9416 0.6821
C 2.4555 -1.2956 -4.2299
C 2.3528 1.1445 -3.6360
C 3.5301 -0.4795 -2.1161
C 0.7002 2.9700 2.0847
C 1.2690 4.3455 0.0859
C 2.7099 2.3988 0.7089
H 2.3169 -2.3191 -3.8674
H 3.4534 -1.2186 -4.6824
H 1.7161 -1.0749 -5.0090
H 1.5199 1.2409 -4.3488
H 3.3086 1.3576 -4.1356
H 2.2106 1.8773 -2.8261
H 3.5569 0.2736 -1.3202
H 4.4686 -0.3828 -2.6770
H 3.5117 -1.4785 -1.6630
H -0.3237 3.3526 2.0769
H 1.3404 3.5988 2.7194
H 0.6841 1.9549 2.5440
H 0.2812 4.8112 0.1655
H 1.5724 4.3413 -0.9674
H 1.9762 4.9751 0.6390
H 3.3029 3.0563 1.3660
H 3.1595 2.4183 -0.2995
H 2.7629 1.3776 1.1262
C -0.1318 -0.6887 -3.0817
H -1.0202 -0.5335 -2.4396
H -0.2259 -0.0336 -3.9541
H -0.1431 -1.7386 -3.4210
C -0.9041 2.4655 -0.4609
H -1.5716 1.5935 -0.5921
H -1.3067 3.0710 0.3620
H -0.9463 3.0698 -1.3779
C -1.4742 -3.0527 2.9844
C -2.2268 -2.7326 1.6747
C -3.0551 -3.9226 1.2300
O -1.2006 -2.5117 0.6908
B -0.8527 -1.1847 0.9045
O -1.9336 -0.4038 1.4030
C -2.9847 -1.3238 1.7499
C -4.1316 -1.2400 0.7454
C -3.4847 -0.9123 3.1230
H -0.7928 -3.8907 2.7789
H -2.1903 -3.3514 3.7571
H -0.8603 -2.2057 3.3484
H -2.4099 -4.7985 1.0932
H -3.7726 -4.1484 2.0274
H -3.5990 -3.7345 0.2945
H -4.9363 -1.9011 1.0895
H -4.5571 -0.2295 0.7020
H -3.8430 -1.5510 -0.2682
H -2.6618 -0.8704 3.8473
H -3.9495 0.0802 3.0592
H -4.2417 -1.6257 3.4618
```

***

[3]
The following is a quantum chemistry calculation of a structure of composition C17H36F3N5O3ReSSb, from the Open Molecules 2025 dataset.

Properties
- net charge = +3
- 2S+1 = 4
- orbital gap (spin up / spin down) (eV) = 7.614 / 5.604
- HOMO level (spin up / spin down) (Eh) = -0.602 / -0.596

Geometry as XYZ:
```
67
C17H36F3N5O3ReSSb the ωB97M-V functional and the def2-TZVPD basis
Re -2.3712 -0.1850 -0.3474
N -1.4739 -0.2672 1.5790
C -2.3279 -0.5595 2.7772
C -3.0737 -1.8775 2.6380
C -4.2566 -1.8103 1.6876
N -3.8030 -1.6855 0.2629
H -0.7557 -0.9941 1.5215
H -0.9808 0.6094 1.7554
H -3.0307 0.2670 2.8868
H -1.6893 -0.5971 3.6592
H -3.4483 -2.1651 3.6201
H -2.3840 -2.6678 2.3172
H -4.8840 -0.9502 1.9200
H -4.8622 -2.7103 1.7906
H -4.6297 -1.6910 -0.3376
H -3.3113 -2.5552 0.0349
F -3.0879 -0.1927 -2.4881
C -1.9749 -0.5998 -3.2840
F -1.8000 0.2686 -4.2198
F -2.2410 -1.7839 -3.7393
S -0.5621 -0.6410 -2.0768
O 0.6496 -0.8517 -2.7721
O -0.6691 0.6759 -1.3650
O -0.9859 -1.6866 -1.0917
N -6.4841 3.2136 1.0320
C -5.2288 3.0317 0.6250
C -4.6815 1.7500 0.3876
N -3.3993 1.6048 0.0437
C -2.6420 2.7113 -0.1133
C -3.2074 3.9640 0.0942
N -4.4633 4.1206 0.4526
H -7.1374 2.4610 1.1603
H -6.8055 4.1572 1.1905
H -5.2873 0.8587 0.4820
H -1.6122 2.6033 -0.4191
H -2.6215 4.8663 -0.0336
C 4.0668 0.5701 2.1543
C 4.3553 -0.3737 1.0364
C 5.5370 -0.1086 0.1824
Sb 2.2308 -0.3939 -0.3715
C 2.6367 1.4326 -1.6061
C 2.6576 2.5941 -0.6300
C 3.8517 1.3487 -2.5145
C 2.6002 -2.5393 -0.9356
C 4.0000 -2.8073 -1.4634
C 2.2175 -3.3399 0.2931
H 4.7622 0.3245 2.9724
H 3.0660 0.4612 2.5666
H 4.2488 1.6080 1.8828
H 4.1909 -1.4252 1.2785
H 5.7596 0.9534 0.1001
H 5.4768 -0.5610 -0.8084
H 6.4020 -0.5886 0.6667
H 1.7166 1.4177 -2.1924
H 3.5957 2.6371 -0.0771
H 1.8277 2.5618 0.0800
H 2.5788 3.5261 -1.1954
H 4.7863 1.3673 -1.9596
H 3.8597 2.2363 -3.1542
H 3.8206 0.4794 -3.1696
H 1.8621 -2.6334 -1.7310
H 4.7566 -2.7510 -0.6806
H 4.2638 -2.1509 -2.2918
H 4.0329 -3.8272 -1.8567
H 2.8893 -3.1638 1.1351
H 2.2841 -4.4042 0.0528
H 1.1900 -3.1419 0.6066
```

***

What are the calculated total energy values for these records? In order: -90730.84332 -75676.94666 -59432.48780 eV.